Record 1
19
Properties=species:S:1:pos:R:3 method="wB97M-V/def2-TZVPD" e_homo_ev=-8.447 total_energy_ha=-310.96085 de_lowest_ev=2.678 lumo_ev=0.6 smiles="C=C/C(C)=C/C.O" gap_ev=9.03
O -0.595 0.039 2.500
C 0.568 -2.643 -0.579
C 1.227 1.279 0.209
C 1.042 -1.334 -0.352
C -1.506 1.559 -0.919
C 0.431 0.091 -0.527
C -0.868 0.177 -1.006
H 0.510 1.759 0.858
H 1.637 2.052 -0.467
H 2.104 -1.277 -0.069
H -1.234 -0.594 -1.682
H -0.107 -0.516 1.889
H 1.323 -3.458 -0.620
H -1.291 2.348 -1.654
H 2.008 0.872 0.878
H -2.554 1.304 -1.016
H -0.885 -0.638 3.251
H -0.442 -2.959 -0.800
H -1.368 1.938 0.106

Record 2
19
Properties=species:S:1:pos:R:3 method="wB97M-V/def2-TZVPD" e_homo_ev=-8.589 total_energy_ha=-310.95296 de_lowest_ev=2.893 lumo_ev=1.2 smiles=CCOCC1CC1 gap_ev=9.78
O 0.581 -0.540 0.347
C -0.427 -1.432 -0.143
C -2.464 0.270 -0.464
C -1.681 -0.741 0.297
C 2.456 0.887 0.142
C 1.616 -0.199 -0.514
C -1.307 0.843 0.234
H 3.375 1.040 -0.432
H 1.940 1.853 0.197
H 1.251 0.148 -1.502
H -3.417 0.517 -0.032
H 2.714 0.588 1.163
H -0.261 -2.407 0.337
H -1.334 1.339 1.192
H -2.141 -1.162 1.205
H -0.522 1.309 -0.397
H -0.349 -1.569 -1.231
H -2.415 0.254 -1.546
H 2.201 -1.108 -0.671

Record 3
19
Properties=species:S:1:pos:R:3 method="wB97M-V/def2-TZVPD" e_homo_ev=-9.543 total_energy_ha=-311.04325 de_lowest_ev=0.436 lumo_ev=1.1 smiles=C[C@H]1CO[C@@H](C)C1 gap_ev=10.66
O -1.392 0.989 0.024
C 0.272 -0.148 -1.160
C 0.922 0.358 0.175
C -1.202 -0.166 -0.737
C -0.205 1.166 0.846
C -0.509 0.741 2.264
C 0.818 -1.475 -1.688
H 0.291 1.094 2.908
H -0.579 -0.347 2.363
H 1.806 0.960 -0.032
H 0.509 -1.609 -2.724
H 1.221 -0.509 0.781
H 0.437 0.620 -1.929
H -1.919 -0.114 -1.557
H -1.390 -1.089 -0.156
H 0.013 2.238 0.803
H -1.453 1.168 2.601
H 1.909 -1.556 -1.678
H 0.452 -2.321 -1.103

Record 4
19
Properties=species:S:1:pos:R:3 method="wB97M-V/def2-TZVPD" e_homo_ev=-8.105 total_energy_ha=-310.88966 de_lowest_ev=4.615 lumo_ev=1.2 gap_ev=9.26
O -0.189 1.542 -1.047
C -0.104 1.923 0.317
C 0.070 -0.680 0.054
C 0.941 -1.436 1.029
C 0.566 0.704 -0.187
C 0.411 -1.532 -1.723
C -1.380 1.903 1.113
H 0.541 2.792 0.483
H 0.158 -0.821 -2.518
H 0.628 -2.476 1.135
H 2.004 -1.416 0.728
H -2.000 2.769 0.856
H 0.901 -0.982 2.032
H 1.653 0.789 -0.343
H 1.468 -1.647 -1.567
H -0.584 -1.182 -0.702
H -1.937 0.987 0.898
H -0.058 -2.512 -1.948
H -1.164 1.947 2.187

Record 5
19
Properties=species:S:1:pos:R:3 method="wB97M-V/def2-TZVPD" e_homo_ev=-9.514 total_energy_ha=-311.04143 de_lowest_ev=0.485 lumo_ev=1.1 smiles=CC[C@H]1CCCO1 gap_ev=10.66
O 0.373 0.980 0.455
C 0.528 -0.670 -1.255
C 1.005 1.571 -0.683
C -1.916 -0.325 1.733
C -1.405 -0.792 0.389
C 1.603 0.398 -1.459
C 0.066 -0.409 0.173
H 0.692 -0.987 0.870
H 2.539 0.090 -0.980
H -2.975 -0.555 1.873
H 0.266 2.117 -1.292
H -0.296 -0.524 -1.969
H -2.020 -0.358 -0.405
H 1.808 0.623 -2.511
H 1.773 2.298 -0.376
H 0.858 -1.708 -1.300
H -1.339 -0.797 2.532
H -1.773 0.752 1.803
H -1.537 -1.885 0.311

Record 6
19
Properties=species:S:1:pos:R:3 method="wB97M-V/def2-TZVPD" e_homo_ev=-9.399 total_energy_ha=-310.89106 de_lowest_ev=4.577 lumo_ev=1.1 smiles="OC1C=C1.[H][H].C=CC" gap_ev=10.54
O -1.041 1.283 -0.328
C 1.697 -0.037 1.189
C 2.048 -0.166 -1.297
C -1.826 -1.041 -0.944
C -2.078 0.384 -0.622
C 1.601 -0.695 0.035
C -2.368 -0.802 0.218
H -0.315 0.780 0.076
H 2.463 0.842 -1.205
H 1.207 -0.124 -2.000
H -2.734 -1.186 1.161
H -0.988 1.764 2.041
H -1.422 -1.763 -1.641
H -0.822 1.833 2.765
H 2.812 -0.817 -1.738
H 1.156 -1.692 0.033
H 1.349 -0.470 2.124
H 2.134 0.958 1.241
H -2.874 0.948 -1.109

Record 7
19
Properties=species:S:1:pos:R:3 method="wB97M-V/def2-TZVPD" e_homo_ev=-9.398 total_energy_ha=-311.01271 de_lowest_ev=1.267 lumo_ev=1.0 smiles="CCC/C=C/CO" gap_ev=10.42
O 3.458 -2.090 0.388
C 2.433 -1.231 0.934
C -0.632 0.226 -0.976
C 1.355 -0.919 -0.064
C -2.221 1.756 0.324
C -2.022 0.398 -0.360
C 0.474 0.068 0.031
H 0.562 0.847 0.785
H 3.386 -2.119 -0.573
H 1.248 -1.668 -0.838
H 2.075 -1.801 1.794
H -3.136 1.709 0.916
H -2.259 -0.401 0.353
H -2.761 0.330 -1.163
H -0.597 -0.591 -1.687
H -1.386 2.147 0.906
H -2.390 2.516 -0.436
H 2.901 -0.299 1.258
H -0.490 1.123 -1.593

Record 8
19
Properties=species:S:1:pos:R:3 method="wB97M-V/def2-TZVPD" e_homo_ev=-7.821 total_energy_ha=-310.91384 de_lowest_ev=3.958 lumo_ev=1.0 gap_ev=8.78
O 0.388 -2.351 0.608
C 1.188 -1.324 0.861
C -1.794 1.329 -0.167
C 0.030 0.166 -1.490
C 0.642 -0.777 2.100
C 1.262 -0.343 -1.412
C -0.437 1.447 -0.865
H 0.787 -2.747 -0.177
H -2.109 2.291 0.255
H 2.073 0.196 -0.934
H -0.737 -0.385 -2.033
H 0.333 1.802 -0.169
H 1.324 -1.071 2.902
H -1.757 0.599 0.647
H 0.695 0.301 2.100
H -0.513 2.214 -1.650
H -2.574 1.004 -0.868
H -0.369 -1.141 2.296
H 1.567 -1.208 -2.005